# 1
C22H30F9FeO6Sb2 as an isolated structure, computed with wB97M-V/def2-TZVPD.

E_LUMO (alpha / beta)	0.21 / -1.24	eV
calculated total energy	-107505.8915	eV
HOMO (alpha / beta)	-8.214 / -8.389	eV
ΔE to the lowest compared entry with this formula, charge and spin	0.4635	eV
⟨S²⟩	8.76
2S+1	6

The geometry in XYZ format:
```
70
C22H30F9FeO6Sb2 (wB97M-V/def2-TZVPD)
C -4.411 -4.785 -0.965
H -6.544 -3.806 1.463
H 3.425 -1.446 1.513
H -3.772 1.126 2.228
C -3.129 1.844 -1.318
C -5.830 -3.745 0.652
C 0.662 4.063 1.390
H -4.026 -5.683 -1.435
C -3.117 -3.523 -2.672
Fe 0.223 0.495 0.806
H -1.276 -5.740 -1.392
F -3.027 3.467 1.257
C 1.616 0.995 -1.652
C -4.211 0.511 1.447
O 0.663 -1.398 4.420
O -0.142 -0.814 2.356
H -4.526 -0.437 1.878
H 1.909 -1.079 -2.170
F 0.451 5.341 1.047
C -5.292 -4.897 0.097
H 1.094 -2.482 0.994
C -4.023 -3.546 -1.476
O 1.392 -0.880 -0.195
H 1.827 1.672 -0.823
H -5.066 1.026 1.009
H 1.713 -2.856 -0.614
C 1.820 -2.184 0.242
Sb -1.046 -3.176 -2.208
C -4.531 -2.382 -0.886
F 1.499 4.076 2.429
C 3.236 -2.228 0.778
H -0.236 -3.613 -4.780
O -0.789 2.061 1.125
H -5.574 -5.873 0.468
H -3.138 -4.493 -3.169
C -0.919 -4.849 -0.875
H -3.420 -2.768 -3.398
C -0.286 -4.251 -3.899
O 1.909 0.943 1.953
H -0.932 -5.103 -4.106
H -1.544 -4.670 -0.001
Sb -2.780 0.142 -0.074
F 1.289 3.484 0.359
O 2.946 0.308 3.894
H 3.386 -3.188 1.273
H -4.053 2.337 -1.018
F -2.083 2.668 3.534
F -1.694 4.408 -0.144
H -3.227 1.493 -2.344
C -0.861 3.141 3.252
F 0.020 2.270 3.753
H -5.024 -0.355 -1.320
H -5.896 -1.613 0.570
H 0.717 -4.616 -3.681
C 2.110 -0.393 -1.339
H 3.180 -0.397 -1.130
C -0.684 3.288 1.705
C -5.457 -2.510 0.150
H 0.545 0.988 -1.877
F -2.031 5.300 1.809
C 2.152 0.398 3.026
H -2.312 2.556 -1.257
H 0.105 -5.014 -0.547
C 0.556 -0.875 3.369
C -4.146 -1.003 -1.335
H -3.735 -0.986 -2.342
H 2.125 1.408 -2.522
C -1.876 4.141 1.158
F -0.716 4.298 3.904
H 3.984 -2.146 -0.010
```

# 2
C26H20IN4O8PW as an isolated structure at a distorted geometry, computed with wB97M-V/def2-TZVPD.

E_LUMO (alpha / beta)	-8.23 / -8.58	eV
calculated total energy	-68815.9149	eV
total charge	+2
HOMO (alpha / beta)	-15.034 / -15.029	eV
ΔE to the lowest compared entry with this formula, charge and spin	1.0164	eV
⟨S²⟩	2.02
2S+1	3

The geometry in XYZ format:
```
61
C26H20IN4O8PW (wB97M-V/def2-TZVPD)
H 1.071 1.705 2.995
O -1.562 0.640 -0.077
O -2.895 2.861 0.251
C -4.305 1.100 -2.412
O -1.175 -1.347 4.311
C 0.728 1.083 -3.830
H -2.016 -1.820 4.416
H 1.039 3.124 -3.239
N -3.307 2.728 -0.887
C 2.829 -2.275 -0.009
C 2.416 1.271 1.368
C 1.213 0.447 -1.176
C -4.387 -0.181 -2.931
W -0.981 -0.280 1.512
H 4.864 3.669 3.122
C 0.597 -1.501 2.948
H -1.391 1.199 3.850
O -3.678 3.613 -1.614
O -5.350 -1.574 -4.478
O -1.711 -2.981 -1.719
C -2.520 0.365 -0.944
C -3.383 1.357 -1.421
C 1.385 -2.246 1.921
H -4.953 1.886 -2.778
H 3.950 1.056 -0.136
N -5.382 -0.467 -3.994
H 0.908 -1.606 -1.781
C 2.933 2.748 3.195
C 1.946 -1.597 0.818
C 1.243 1.779 -1.586
H 1.120 -0.984 3.755
C 0.927 -0.568 -2.092
N -0.681 -1.756 3.087
C 1.003 2.092 -2.916
H -3.675 -2.188 -2.922
H 0.495 -1.030 -4.138
H 2.650 3.233 4.120
N -1.846 -2.016 -1.035
C 3.133 -3.604 0.259
P 1.330 0.084 0.579
C -2.661 -0.926 -1.486
H 3.267 -1.780 -0.867
C -3.582 -1.198 -2.495
C 3.666 1.524 0.799
H 5.511 2.587 0.998
H 3.823 -4.135 -0.382
H 1.460 2.567 -0.875
I -3.565 0.268 2.521
H 0.552 1.331 -4.869
C 2.545 -4.257 1.333
C -1.596 1.229 2.782
H 2.771 -5.297 1.522
C 4.176 2.995 2.631
C 0.692 -0.244 -3.420
C 2.049 1.885 2.565
C 1.670 -3.582 2.175
H 1.233 -4.084 3.028
C 4.542 2.386 1.435
O -6.122 0.439 -4.292
O -1.306 -1.971 0.114
H -1.706 2.239 2.391
```

Question: The highest ΔE to the lowest compared entry with this formula, charge and spin belongs to which entry?
Answer: C26H20IN4O8PW

Question: Which of these has the highest 2S+1?
Answer: C22H30F9FeO6Sb2